C20H20BN8OTc | ωB97M-V with the def2-TZVPD basis set

HOMO-LUMO gap (spin up / spin down) = 4.79 / 4.57 eV
HOMO energy (spin up / spin down) = -0.748 / -0.748 Eh

ORCA input file:
```
! wB97M-V def2-TZVPD RIJCOSX def2/J DEFGRID3
* xyz 4 3
Tc 0.318 -1.110 -0.578
C 4.460 -1.265 -0.926
C 3.197 -1.708 -1.250
N 2.269 -1.034 -0.529
N 2.948 -0.138 0.260
C 4.255 -0.277 0.050
B 2.133 0.808 1.182
N 1.205 -0.102 2.033
C 1.136 -0.309 3.351
C 0.259 -1.368 3.597
C -0.154 -1.790 2.348
N 0.422 -1.018 1.407
N 1.212 1.610 0.235
C 1.118 2.921 -0.022
C 0.220 3.106 -1.065
C -0.191 1.829 -1.415
N 0.412 0.939 -0.624
N 2.985 1.700 2.054
C 2.577 2.621 2.952
C 3.710 3.189 3.533
C 4.813 2.543 2.905
N 4.337 1.750 2.000
H 5.401 -1.596 -1.322
H 2.923 -2.473 -1.957
H 4.978 0.312 0.593
H 1.697 0.265 4.066
H -0.017 -1.767 4.556
H -0.817 -2.600 2.098
H 1.675 3.663 0.516
H -0.080 4.037 -1.505
H -0.879 1.538 -2.186
H 1.544 2.830 3.152
H 3.777 4.038 4.192
H 5.864 2.732 3.041
C -1.788 -1.675 -3.467
C -2.307 -1.384 -2.097
O -1.449 -1.142 -1.206
C -3.737 -1.380 -1.875
C -4.630 -1.689 -2.936
C -5.995 -1.650 -2.764
C -6.537 -1.215 -1.551
C -5.675 -0.970 -0.479
C -4.304 -1.010 -0.629
H -0.700 -1.591 -3.514
H -2.221 -1.015 -4.220
H -2.064 -2.696 -3.752
H -4.259 -1.922 -3.925
H -6.658 -1.922 -3.577
H -7.609 -1.076 -1.452
H -6.110 -0.781 0.499
H -3.663 -0.760 0.205
*
```

C20H20ClInN4O2 | ωB97M-V with the def2-TZVPD basis set

HOMO-LUMO gap = 9.89 eV
HOMO energy = -0.580 Eh

ORCA input file:
```
! wB97M-V def2-TZVPD RIJCOSX def2/J DEFGRID3
* xyz 2 1
In -0.284 0.348 0.487
C 2.004 -1.686 0.428
N 0.744 -1.610 1.193
C -0.127 -2.777 0.954
C -1.558 -2.427 0.596
C -2.571 -3.353 0.766
C -3.840 -3.060 0.286
C -4.057 -1.851 -0.359
C -3.010 -0.961 -0.464
N -1.788 -1.246 0.011
C 0.981 -1.366 2.628
C 1.589 -0.001 2.864
C 2.400 0.249 3.957
C 2.895 1.531 4.150
C 2.575 2.527 3.239
C 1.767 2.207 2.167
N 1.292 0.968 1.987
C 1.849 -1.203 -0.999
C 2.563 -1.763 -2.042
C 2.446 -1.215 -3.313
C 1.612 -0.125 -3.514
C 0.915 0.378 -2.434
N 1.041 -0.154 -1.210
H 2.408 -2.700 0.433
H 2.744 -1.042 0.908
H -0.118 -3.449 1.813
H 0.268 -3.340 0.105
H -2.369 -4.295 1.257
H -4.647 -3.768 0.416
H -5.027 -1.592 -0.759
H -3.132 0.007 -0.931
H 1.622 -2.137 3.063
H 0.013 -1.398 3.139
H 2.637 -0.546 4.651
H 3.529 1.746 5.000
H 2.947 3.535 3.359
H 1.487 2.945 1.427
H 3.211 -2.612 -1.865
H 3.000 -1.642 -4.138
H 1.500 0.323 -4.491
H 0.240 1.219 -2.530
Cl -4.768 1.675 1.247
C -3.371 2.778 1.385
C -2.147 1.932 1.115
O -1.561 2.025 -0.017
O -1.731 1.117 1.979
H -3.356 3.180 2.394
H -3.483 3.562 0.646
*
```

C20H20ClN3O5 | ωB97M-V with the def2-TZVPD basis set

HOMO-LUMO gap = 8.83 eV
HOMO energy = -0.318 Eh

ORCA input file:
```
! wB97M-V def2-TZVPD RIJCOSX def2/J DEFGRID3
* xyz 0 1
O -0.120 -0.950 3.721
C -1.012 -0.722 2.931
C -1.328 -1.653 1.752
N -0.722 -1.064 0.565
C -1.515 -0.195 -0.148
O -2.649 0.064 0.214
N -0.981 0.347 -1.293
C -1.862 1.173 -2.122
C -2.454 0.372 -3.233
C -1.915 -0.079 -4.402
C -2.935 -0.821 -5.044
C -4.013 -0.767 -4.216
O -3.731 -0.051 -3.116
C 0.330 0.202 -1.718
O 0.717 0.723 -2.740
C 1.173 -0.588 -0.820
C 2.532 -0.701 -1.111
C 3.355 -1.403 -0.258
Cl 5.040 -1.548 -0.603
C 2.835 -1.985 0.894
C 1.492 -1.881 1.184
C 0.632 -1.187 0.325
N -1.801 0.372 2.956
C -1.304 1.585 3.556
C -0.570 2.421 2.477
C 0.344 3.492 3.104
C 1.765 3.013 2.769
C 1.542 1.580 2.277
O 0.257 1.587 1.685
H -0.923 -2.651 1.915
H -2.405 -1.712 1.582
H -1.253 1.984 -2.527
H -2.658 1.556 -1.482
H -0.919 0.102 -4.749
H -2.872 -1.321 -5.989
H -5.001 -1.177 -4.294
H 2.906 -0.224 -2.003
H 3.490 -2.513 1.569
H 1.132 -2.303 2.106
H -2.440 0.491 2.176
H -0.608 1.291 4.345
H -2.125 2.163 3.983
H -1.315 2.843 1.793
H 0.145 4.475 2.682
H 0.182 3.543 4.180
H 2.431 3.047 3.627
H 2.191 3.616 1.968
H 2.252 1.264 1.511
H 1.570 0.862 3.108
*
```

C20H20F3INO5S | ωB97M-V with the def2-TZVPD basis set

HOMO-LUMO gap = 5.87 eV
HOMO energy = -0.134 Eh

ORCA input file:
```
! wB97M-V def2-TZVPD RIJCOSX def2/J DEFGRID3
* xyz -1 1
C 3.762 -5.724 1.257
C 2.377 -5.158 0.952
C 1.487 -6.368 0.914
C 1.917 -4.111 1.929
C 0.620 -3.561 1.916
I -1.245 -4.534 1.435
C 0.450 -2.238 2.309
C 1.509 -1.552 2.916
C 2.673 -2.247 3.258
C 2.872 -3.535 2.764
O 2.475 -4.533 -0.358
S 1.280 -3.423 -0.890
C 0.689 -4.319 -2.374
F -0.209 -5.280 -2.002
F 0.031 -3.440 -3.198
F 1.689 -4.914 -3.064
H 3.739 -6.226 2.235
H 4.013 -6.491 0.516
H 4.566 -4.980 1.242
H 1.552 -6.907 1.872
H 0.440 -6.089 0.730
H 1.795 -6.999 0.075
H -0.516 -1.770 2.149
H 1.438 -0.480 3.115
H 3.439 -1.800 3.893
H 3.804 -4.071 2.952
C -5.013 0.592 -1.503
C -4.638 0.143 -0.118
O -3.205 0.244 -0.029
C -2.823 -0.081 1.238
C -1.451 0.310 1.558
C -1.166 0.720 2.878
C -1.893 0.192 4.014
C -1.576 0.516 5.312
C -0.490 1.377 5.587
N 0.056 1.376 6.901
O 1.108 2.014 7.121
O -0.535 0.700 7.778
C 0.212 1.953 4.513
C -0.104 1.635 3.211
O -3.655 -0.617 1.987
H -6.098 0.533 -1.635
H -4.712 1.635 -1.642
H -4.546 -0.035 -2.271
H -5.115 0.802 0.626
H -4.939 -0.893 0.088
H -0.820 0.593 0.725
H -2.719 -0.479 3.807
H -2.126 0.087 6.140
H 1.031 2.620 4.763
H 0.442 2.110 2.402
*
```

| no. | F_max (eV Å⁻¹) |
| --- | --- |
| 1 | 4.374 |
| 2 | 0.738 |
| 3 | 0.917 |
| 4 | 1.631 |